(1)
{"formula": "C31H45IrNO2P2S4", "method": "the ωB97M-V functional and the def2-TZVPD basis", "e_homo_ev": [-12.678, -13.076], "spin_multiplicity": 2, "charge": 2, "gap_ev": [6.5, 6.3], "largest_force_ev_per_a": 9.1, "lumo_energy_ev": [-6.171, -6.822], "relative_energy_kcal_mol": 92.10, "symbols": ["Ir", "S", "S", "S", "S", "P", "P", "O", "O", "N", "C", "C", "C", "C", "C", "C", "C", "C", "C", "C", "C", "C", "C", "C", "C", "C", "C", "C", "C", "C", "C", "C", "C", "C", "C", "C", "C", "C", "C", "C", "C", "H", "H", "H", "H", "H", "H", "H", "H", "H", "H", "H", "H", "H", "H", "H", "H", "H", "H", "H", "H", "H", "H", "H", "H", "H", "H", "H", "H", "H", "H", "H", "H", "H", "H", "H", "H", "H", "H", "H", "H", "H", "H", "H", "H", "H"], "positions_angstrom": [[0.189, 0.502, -0.050], [2.774, 0.524, -0.014], [0.662, 1.366, 2.333], [-2.926, -1.621, -0.261], [1.887, -2.798, 0.461], [0.940, 3.157, -0.078], [0.475, 0.984, -2.462], [0.913, -1.751, -0.015], [-1.542, -1.082, -0.033], [-1.822, 1.676, 0.164], [2.086, -2.568, 2.233], [-2.562, -1.976, -4.307], [-4.744, -1.086, -3.815], [1.607, -0.174, -3.290], [4.692, 0.645, 1.880], [1.102, -1.978, 3.006], [-4.189, 3.091, 0.469], [1.360, 2.575, -2.745], [3.221, 0.788, 1.607], [-2.215, 2.560, -0.754], [1.293, -1.880, 4.377], [-4.441, -1.084, -2.460], [-0.962, 1.029, -3.608], [2.801, 1.464, 3.993], [2.619, 3.734, 0.358], [2.466, -2.351, 4.953], [-3.199, -1.539, -2.041], [-3.816, -1.554, -4.733], [3.459, -2.917, 4.164], [-3.799, 2.150, 1.409], [-0.561, -4.119, 0.936], [2.332, 1.163, 2.597], [0.873, 3.707, -1.849], [-2.614, 1.460, 1.216], [0.914, -4.360, 0.628], [-3.388, 3.284, -0.648], [-2.245, -1.960, -2.958], [3.267, -3.035, 2.796], [-0.082, 4.388, 0.820], [-2.795, -3.456, -0.114], [-1.394, -4.016, -0.345], [0.203, -1.588, 2.548], [2.825, 3.510, 1.404], [-0.967, 3.927, 1.254], [-1.263, -2.266, -2.625], [-0.938, -4.939, 1.550], [-0.142, 4.015, -2.104], [3.227, 0.574, 4.457], [3.366, 3.248, -0.265], [-3.148, -3.697, 0.890], [-2.273, 0.722, 1.931], [1.271, 2.831, -3.802], [-5.709, -0.731, -4.148], [-1.900, 0.878, -3.075], [3.567, 2.242, 3.987], [4.884, 0.383, 2.917], [2.614, -2.269, 6.021], [-3.516, -3.839, -0.835], [2.414, 2.374, -2.534], [-1.842, -2.345, -5.025], [-1.553, 2.702, -1.593], [1.041, -4.901, -0.311], [0.514, 4.812, 1.626], [-5.161, -0.739, -1.728], [5.205, 1.585, 1.659], [-3.647, 4.002, -1.413], [1.969, 1.800, 4.607], [2.561, -0.189, -2.763], [1.514, 4.584, -1.957], [0.522, -1.440, 4.996], [-0.672, -3.203, 1.518], [-1.002, 1.982, -4.134], [-0.860, 0.223, -4.331], [-4.064, -1.577, -5.786], [2.654, 4.814, 0.211], [5.119, -0.114, 1.227], [-5.089, 3.673, 0.608], [-0.385, 5.183, 0.139], [-1.493, -5.010, -0.784], [4.376, -3.273, 4.613], [1.178, -1.175, -3.265], [-4.391, 1.964, 2.293], [1.424, -4.913, 1.415], [4.017, -3.498, 2.165], [1.761, 0.131, -4.325], [-0.849, -3.394, -1.053]], "mulliken_spin": [0.098, 0.247, 0.294, 0.005, -0.001, 0.041, -0.002, -0.006, -0.018, -0.014, -0.001, 0.000, 0.000, 0.002, 0.000, 0.029, -0.001, 0.000, 0.156, 0.000, -0.007, 0.000, -0.001, 0.011, 0.027, 0.001, -0.001, 0.000, 0.000, 0.002, 0.000, 0.151, 0.006, 0.004, -0.001, 0.000, 0.001, -0.001, -0.011, 0.000, 0.000, -0.019, -0.002, -0.007, 0.001, 0.000, -0.001, 0.008, -0.010, 0.000, -0.004, 0.001, 0.000, 0.000, 0.001, -0.001, 0.000, 0.000, -0.002, 0.000, 0.000, 0.000, 0.006, 0.000, 0.008, 0.000, 0.002, 0.000, 0.004, 0.001, -0.001, 0.000, 0.000, 0.000, -0.001, 0.004, 0.000, -0.001, 0.000, 0.000, 0.001, 0.000, 0.000, 0.000, 0.000, 0.000]}

(2)
{"formula": "C31H46BN8O5S3Sn", "method": "the ωB97M-V functional and the def2-TZVPD basis", "e_homo_ev": -4.356, "charge": -1, "gap_ev": 6.8, "largest_force_ev_per_a": 1.6, "lumo_energy_ev": 2.464, "relative_energy_kcal_mol": 6.17, "symbols": ["Sn", "S", "S", "S", "O", "O", "O", "O", "O", "N", "N", "N", "N", "N", "N", "N", "N", "C", "C", "C", "C", "C", "C", "C", "C", "C", "C", "C", "C", "C", "C", "C", "C", "C", "C", "C", "C", "C", "C", "C", "C", "C", "C", "C", "C", "C", "C", "C", "B", "H", "H", "H", "H", "H", "H", "H", "H", "H", "H", "H", "H", "H", "H", "H", "H", "H", "H", "H", "H", "H", "H", "H", "H", "H", "H", "H", "H", "H", "H", "H", "H", "H", "H", "H", "H", "H", "H", "H", "H", "H", "H", "H", "H", "H", "H"], "positions_angstrom": [[0.459, 1.707, 0.010], [-0.535, -1.327, -1.921], [2.049, -0.461, 1.501], [-2.431, 0.686, 2.623], [1.865, 1.390, -1.944], [-1.174, 3.816, 0.371], [1.470, 3.626, 0.791], [1.553, 5.497, 1.979], [-0.480, 2.519, -2.155], [0.376, -2.453, 0.854], [-2.015, -2.069, 0.176], [1.296, 1.674, -3.078], [0.164, 2.225, -3.213], [-1.241, -1.690, 2.608], [-3.202, -1.832, -1.673], [-1.117, -0.686, 4.581], [2.450, -2.820, 0.194], [-0.861, 1.744, 5.014], [-0.705, -2.574, 3.509], [3.657, -1.402, -1.362], [3.788, -2.532, -0.336], [4.353, -3.773, -1.035], [-0.563, 4.911, 1.044], [1.333, 1.439, -5.491], [-1.536, -0.544, 3.285], [3.336, 1.024, -4.209], [1.614, -1.920, 0.788], [-2.830, -2.177, -4.060], [-1.275, 5.076, 2.384], [-1.951, -1.734, -1.134], [1.992, 1.378, -4.266], [-0.917, 0.337, 5.609], [0.431, 0.064, 6.295], [-0.657, 6.173, 0.192], [-3.586, -1.364, -3.004], [-0.638, -1.976, 4.712], [0.434, -3.705, 0.313], [-4.052, -2.228, -0.660], [3.368, 0.811, -6.601], [-3.317, -2.368, 0.465], [1.700, -3.940, -0.093], [-3.247, 0.126, -3.104], [2.025, 1.150, -6.651], [4.742, -2.147, 0.798], [0.961, 4.663, 1.316], [-2.067, 0.239, 6.618], [4.019, 0.753, -5.381], [-5.088, -1.550, -3.225], [-0.895, -1.629, 1.123], [3.817, 0.971, -3.244], [3.905, 0.591, -7.514], [-3.097, -3.231, -3.984], [0.718, 0.924, 6.894], [-1.134, 3.969, -0.580], [-5.377, -2.594, -3.122], [-1.759, -2.075, -3.904], [-1.397, 4.095, 2.836], [-2.260, 5.516, 2.242], [-3.080, -1.818, -5.054], [1.514, 1.186, -7.603], [-0.162, 6.001, -0.763], [5.718, -1.911, 0.381], [-1.831, 2.048, 4.638], [-3.774, 0.682, -2.331], [0.289, 1.701, -5.513], [-3.013, 0.429, 6.117], [-0.435, -4.326, 0.248], [-0.405, -3.561, 3.219], [2.111, -4.815, -0.547], [-5.666, -0.944, -2.533], [4.847, -2.972, 1.501], [-2.101, -0.754, 7.064], [4.433, -4.610, -0.344], [0.384, -0.801, 6.953], [-5.330, -1.231, -4.236], [4.615, -1.233, -1.849], [-3.628, -2.642, 1.452], [-1.697, 6.441, 0.011], [-1.935, 0.974, 7.409], [3.745, -4.060, -1.890], [2.916, -1.665, -2.116], [4.364, -1.278, 1.329], [5.067, 0.490, -5.345], [-0.156, 6.989, 0.707], [-0.149, 1.785, 4.192], [-2.181, 0.281, -2.967], [-3.530, 0.513, -4.079], [1.201, -0.101, 5.544], [-5.101, -2.377, -0.807], [3.335, -0.478, -0.886], [-0.545, 2.446, 5.782], [-0.678, 5.708, 3.037], [-0.298, -2.370, 5.646], [-0.668, -0.486, 0.849], [5.352, -3.539, -1.397]], "lowdin_charge": [1.415, 0.710, 0.612, 0.651, -0.249, -0.119, -0.189, 0.034, -0.253, 0.017, 0.050, -0.245, -0.031, 0.044, -0.007, -0.011, 0.004, -0.097, -0.058, -0.044, -0.552, -0.056, -0.531, -0.017, -0.741, -0.008, -0.707, -0.059, -0.006, -0.684, -0.164, -0.553, -0.041, -0.017, -0.561, -0.066, -0.079, -0.053, -0.107, -0.055, -0.055, -0.042, -0.092, -0.058, -0.645, -0.028, -0.086, -0.056, -0.761, 0.105, 0.095, 0.084, 0.082, 0.057, 0.081, 0.006, 0.075, 0.082, 0.081, 0.099, 0.093, 0.082, 0.014, 0.095, 0.104, 0.083, 0.123, 0.116, 0.104, 0.082, 0.085, 0.077, 0.083, 0.069, 0.084, 0.084, 0.117, 0.084, 0.082, 0.083, 0.090, 0.008, 0.100, 0.089, 0.087, 0.016, 0.084, 0.094, 0.103, 0.040, 0.084, 0.085, 0.107, -0.017, 0.084]}